No. 1
Here is a molecular structure, C6H16O2 from the Open Molecules 2025 dataset. Energies are from the ωB97M-V functional and the def2-TZVPD basis.

```
24
Properties=species:S:1:pos:R:3
C 0.989 -1.863 -1.892
C 0.614 -1.382 -0.497
C -0.894 -1.192 -0.246
C -1.436 0.027 -0.945
C -1.965 1.729 0.994
C -0.969 1.626 0.104
H 2.029 -2.201 -2.027
H 0.929 -1.057 -2.642
H 0.340 -2.692 -2.242
H 0.980 -2.091 0.229
H 1.054 -0.402 -0.349
H -1.018 -0.873 0.817
H -1.439 -2.111 -0.507
H -2.495 0.087 -0.723
H -1.070 0.595 -1.794
H -2.904 1.202 0.888
H -2.124 2.717 1.437
H -0.329 2.490 -0.114
H 0.875 0.476 2.964
H -0.032 0.833 1.594
O 0.627 0.257 2.065
H 2.914 1.553 0.260
H 2.245 0.906 1.429
O 3.078 1.368 1.197
```

## Properties
HOMO (eV): -9.8733
Orbital gap (eV): 10.69
Total charge: 0
Maximum force (eV/Å): 4.55
Multiplicity: 1

---

No. 2
Here is a molecular structure, C6H16O2Tl from the Open Molecules 2025 dataset. Energies are from the ωB97M-V functional and the def2-TZVPD basis.

```
25
Properties=species:S:1:pos:R:3
Tl -1.612 2.895 -0.858
C 1.734 0.581 -3.122
C 0.633 0.123 -2.035
C 0.808 -1.235 -1.422
O 0.790 1.213 -1.127
H 1.376 1.461 -3.656
H 1.819 -0.063 -3.997
H 2.693 0.846 -2.676
H -0.397 0.158 -2.391
H 1.112 -1.958 -2.178
H -0.170 -1.518 -1.032
H 1.657 -1.159 -0.743
H 1.692 1.268 -0.804
C -2.194 -0.390 2.938
C -1.090 0.365 2.058
C 0.263 -0.436 2.038
O -1.418 0.460 0.714
H -1.839 -0.414 3.968
H -2.356 -1.315 2.385
H -3.209 0.009 2.922
H -1.056 1.340 2.544
H 1.008 -0.029 1.354
H 0.232 -1.499 1.802
H 0.801 -0.291 2.974
H -1.276 -0.413 0.341
```

## Properties
HOMO (eV): -22.4749
Orbital gap (eV): 3.71
Total charge: +3
Maximum force (eV/Å): 3.90
Multiplicity: 1

---

No. 3
Here is 2 unconnected molecules or ions with the total composition C6H16OSSi from the Open Molecules 2025 dataset. Energies are from the ωB97M-V functional and the def2-TZVPD basis.

```
25
Properties=species:S:1:pos:R:3
C -1.216 -2.336 1.568
C 1.613 0.433 1.568
C -1.417 2.305 -1.420
C -1.792 -1.331 0.546
C 0.318 1.172 1.208
C 1.662 -1.063 -2.071
O -1.833 1.171 -0.794
Si -0.759 0.158 -0.004
S 2.595 0.355 -2.638
H -0.238 -2.502 1.288
H -1.291 -1.850 2.539
H -1.639 -3.297 1.527
H 2.237 0.459 0.742
H 1.936 0.962 2.369
H 1.592 -0.617 1.790
H -2.098 2.421 -2.418
H -0.446 2.302 -1.805
H -1.501 3.061 -0.726
H -2.799 -0.805 0.804
H -2.031 -1.704 -0.408
H 0.406 2.265 0.874
H -0.199 1.414 2.089
H 2.329 -1.960 -1.914
H 0.823 -1.030 -2.668
H 3.748 0.017 -2.045
```

## Properties
HOMO (spin up / spin down) (eV): -6.4520 / -7.5057
Orbital gap (spin up / spin down) (eV): 6.69 / 7.75
Total charge: 0
Maximum force (eV/Å): 4.67
Multiplicity: 1

---

No. 4
Here is 2 unconnected molecules or ions with the total composition C6H16P from the Open Molecules 2025 dataset. Energies are from the ωB97M-V functional and the def2-TZVPD basis.

```
23
Properties=species:S:1:pos:R:3
C 1.608 1.320 0.140
C 1.872 -1.136 -0.375
C -0.875 -0.164 -1.848
C -1.498 -1.365 0.954
C -1.377 1.520 0.648
C 1.112 -0.045 0.329
P -0.710 -0.042 0.060
H 2.717 1.152 0.383
H 1.234 2.214 0.841
H 1.574 1.540 -0.871
H 1.493 -2.189 -0.063
H 2.971 -1.111 -0.344
H 1.705 -1.077 -1.470
H -1.763 0.499 -2.084
H -1.281 -1.190 -2.209
H 0.155 0.068 -2.169
H -1.723 -1.085 2.040
H -1.147 -2.395 1.093
H -2.451 -1.518 0.636
H -1.376 1.783 1.635
H -2.445 1.411 0.402
H -0.767 2.200 0.030
H 1.213 -0.415 1.920
```

## Properties
HOMO (eV): -14.3220
Orbital gap (eV): 11.27
Total charge: +1
Maximum force (eV/Å): 5.42
Multiplicity: 1